Entry a
Molecular formula: C2H5FN2
Method: DFT, ωB97M-V with the def2-TZVPD basis set

Highest occupied orbital energy (spin up / spin down): -9.14 / -7.90 eV

Last column: Mulliken charge in e.
Geometry (Å):
C -0.24968 -0.45349 -0.37790  -0.9504
C 0.18414 0.83352 0.08174  0.4527
N -0.32931 1.93286 0.14007  -0.4945
N 2.12609 -0.25251 0.63313  -0.3030
F 2.93040 0.09025 -0.46966  -0.1886
H -1.28433 -0.49749 -0.85093  0.3072
H 0.46435 -0.80131 -0.97149  0.3671
H -0.45594 -1.03182 0.39468  0.3801
H 2.71126 0.04859 1.39684  0.1783
H -1.27942 2.22971 0.15257  0.2510

=====

Entry b
Molecular formula: C2H5FN2
Method: DFT, ωB97M-V with the def2-TZVPD basis set

Highest occupied orbital energy: -9.76 eV
SMILES: C=NN(C)F

Last column: Mulliken charge in e.
Geometry (Å):
C -1.87957 0.26698 0.14742  -0.1935
C 1.45147 -0.53581 -0.11624  -0.6173
N -0.98796 -0.30576 -0.50365  -0.3534
N 0.47285 0.39900 -0.59067  0.0098
F 0.46277 1.51954 0.25697  -0.2160
H -2.83802 -0.23590 0.16280  0.2688
H -1.79206 1.20296 0.69466  0.2466
H 2.42501 -0.19615 -0.47274  0.2490
H 1.46910 -0.61442 0.97510  0.3118
H 1.21640 -1.50045 -0.55366  0.2941

=====

Pick entry b: it beats the second-best structure by 2.537 eV.

=====

Entry a
Molecular formula: C39H39N3O7P2Tb
Method: DFT, ωB97M-V with the def2-TZVPD basis set

Highest occupied orbital energy (spin up / spin down): -11.55 / -11.38 eV
Charge: +1
2S+1: 7
Expectation value of S²: 12.667

Last column: Mulliken charge in e.
Geometry (Å):
Tb 0.56981 0.74651 1.08522  -0.2569
N -0.81279 0.90951 3.40602  -0.3730
C -2.25209 0.56981 3.48012  -0.5568
C -3.06839 1.02521 2.26732  -0.7935
C -2.62919 0.36831 0.94662  0.4193
O -3.43909 0.16951 0.05662  -0.7138
O -1.38539 0.04541 0.86962  0.8342
H -0.31539 0.29811 4.05602  0.2577
H -0.67929 1.85881 3.75842  0.2668
H -2.70539 1.00551 4.38402  0.5049
H -2.32669 -0.51869 3.55072  -0.0717
H -3.02239 2.10761 2.13472  0.2300
H -4.11119 0.75421 2.43652  0.4944
O 0.87861 -1.39759 0.55472  -0.5288
P -0.35749 -2.11509 0.10882  0.6530
C -1.17969 -1.42109 -1.40508  -0.9846
P 0.12661 -0.38599 -2.16408  1.1055
O 0.56921 0.73171 -1.26588  0.4771
C 1.43681 -1.57859 -2.55198  0.4786
C 2.69741 -1.46149 -1.98238  -0.4565
C 3.66111 -2.42249 -2.23918  -0.6357
C 3.36951 -3.49979 -3.06118  -0.5709
C 2.11531 -3.61169 -3.64228  -0.8304
C 1.15271 -2.65209 -3.39338  -0.3540
C -0.53279 0.28521 -3.71408  0.3432
C -1.68279 1.06151 -3.62748  -0.4785
C -2.19469 1.66381 -4.76238  -0.8596
C -1.55889 1.49511 -5.98408  -0.5332
C -0.40299 0.73531 -6.06668  -0.7721
C 0.11401 0.13051 -4.93288  -0.5088
C 0.11951 -3.77609 -0.47368  0.7740
C -0.81129 -4.60349 -1.09098  -0.3022
C -0.44859 -5.87439 -1.49298  -0.9676
C 0.83881 -6.33209 -1.26208  -0.6239
C 1.76171 -5.51979 -0.62678  -0.7758
C 1.40241 -4.24399 -0.22998  -0.6946
C -1.46079 -2.55399 1.48042  1.1737
C -0.84789 -2.65179 2.72522  -0.9509
C -1.56689 -3.11729 3.81382  -0.8642
C -2.89689 -3.47989 3.66062  -0.5352
C -3.50429 -3.37419 2.41852  -0.8437
C -2.78969 -2.91899 1.32292  -0.1995
H -2.08119 -0.84029 -1.17598  0.6860
H -1.42689 -2.23429 -2.08638  1.1257
H 2.91181 -0.61779 -1.33408  0.0505
H 4.64041 -2.33499 -1.79188  0.4496
H 4.11861 -4.25329 -3.25178  0.4440
H 1.89111 -4.44809 -4.28698  0.4849
H 0.17971 -2.73229 -3.85798  0.4761
H -2.16359 1.18861 -2.66718  0.4004
H -3.08469 2.26981 -4.69398  0.4553
H -1.96079 1.96271 -6.87098  0.3969
H 0.10251 0.61961 -7.01428  0.4242
H 1.01891 -0.45649 -4.99548  0.4222
H -1.82159 -4.25569 -1.25448  0.3543
H -1.17059 -6.50949 -1.98068  0.4660
H 1.11651 -7.32789 -1.56838  0.4407
H 2.76011 -5.88209 -0.43518  0.5020
H 2.11091 -3.59239 0.26052  0.4390
H 0.19431 -2.36679 2.82322  0.4988
H -1.09129 -3.20639 4.77962  0.4672
H -3.45509 -3.85009 4.50852  0.4324
H -4.53879 -3.65849 2.30092  0.4810
H -3.26889 -2.83039 0.35932  0.4415
O 2.39351 4.58771 1.63292  -0.5942
C 2.63731 3.60261 2.28142  -0.0832
C 3.59651 3.50651 3.46342  -0.4280
C 3.42161 2.07661 3.96612  -0.5947
C 2.44471 1.47941 2.97652  0.2430
O 2.00391 0.32001 2.97652  -0.5827
N 2.05541 2.36781 2.05042  0.4781
H 3.35721 4.26651 4.20662  0.3091
H 4.60721 3.70781 3.10622  0.2740
H 3.01451 2.02371 4.97492  0.2691
H 4.34281 1.49661 3.96362  0.2932
O 3.24721 2.33861 -0.50798  -0.2474
C 2.79601 1.45761 0.03842  0.2900
C -0.45519 7.38871 0.17532  -1.5531
C -0.48689 5.91961 0.40362  1.1155
C -0.96409 5.35481 1.58162  -1.2514
C -0.93069 3.98211 1.73782  -0.1578
N -0.47779 3.12211 0.81652  0.6294
C -0.04839 3.67221 -0.33018  -0.3826
C -0.03269 5.03171 -0.56898  -1.2317
H -0.93759 7.92651 0.98592  0.3814
H -0.94839 7.63641 -0.76308  0.3663
H 0.58101 7.71571 0.10242  0.3241
H -1.35579 5.97691 2.37352  0.3783
H -1.29949 3.55211 2.66102  0.2409
H 0.28471 2.99081 -1.10818  0.6858
H 0.34111 5.40421 -1.51048  0.5144

=====

Entry b
Molecular formula: C39H39N3O7P2Tb
Method: DFT, ωB97M-V with the def2-TZVPD basis set

Highest occupied orbital energy (spin up / spin down): -11.63 / -11.25 eV
Charge: +1
2S+1: 7
Expectation value of S²: 12.670

Last column: Mulliken charge in e.
Geometry (Å):
Tb -0.05047 0.07890 0.17235  0.3013
N -1.00561 -1.28258 2.37122  -0.1431
C -2.43783 -1.07315 2.70545  -0.8947
C -2.80256 0.40452 2.56310  -0.5425
C -2.20881 0.83489 1.24779  0.8169
O -2.37689 0.11538 0.23009  -0.4353
O -1.36212 1.77472 1.20097  -0.5118
H -0.88117 -2.26284 2.10702  0.2663
H -0.43818 -1.11764 3.19650  0.1527
H -2.68310 -1.43816 3.70429  0.4315
H -3.01768 -1.64691 1.98568  0.3092
H -2.37261 1.01051 3.36004  0.2963
H -3.88522 0.53587 2.56535  0.3477
O -0.77082 -0.00647 -2.04836  -0.2089
P -1.06341 0.83195 -3.25492  1.3541
C 0.17502 2.16435 -3.43576  -1.8270
P 0.77077 2.96378 -1.91467  1.1826
O 0.76585 2.00090 -0.75718  1.1522
C 2.45677 3.45278 -2.27051  0.2478
C 3.35522 2.41444 -2.54142  -0.4472
C 4.68958 2.70081 -2.76849  -0.7669
C 5.13351 4.01810 -2.72353  -0.5779
C 4.24862 5.04634 -2.44035  -0.7463
C 2.90797 4.76715 -2.20930  -0.5747
C -0.23608 4.41035 -1.64900  0.2658
C -0.93772 4.53662 -0.45488  -0.2513
C -1.76458 5.63677 -0.26385  -0.7200
C -1.88399 6.59960 -1.25336  -0.6101
C -1.17822 6.47572 -2.44671  -0.8054
C -0.35552 5.38207 -2.64753  -0.4766
C -2.71254 1.51215 -3.26656  0.4460
C -3.75979 0.58728 -3.26972  -0.3164
C -5.06982 1.02959 -3.24158  -0.7603
C -5.34109 2.39258 -3.21144  -0.5057
C -4.30543 3.31342 -3.20511  -0.6808
C -2.98865 2.87520 -3.23283  -0.3377
C -0.85456 -0.11153 -4.75939  0.3383
C -1.40101 0.32291 -5.96540  -0.6322
C -1.14468 -0.38490 -7.12855  -0.7084
C -0.34840 -1.52251 -7.08568  -0.5476
C 0.19182 -1.95799 -5.88385  -0.4530
C -0.05727 -1.25233 -4.71602  -0.1340
H -0.15878 2.91622 -4.15350  0.8169
H 1.03704 1.65238 -3.87204  0.8426
H 3.01419 1.38304 -2.55253  0.1864
H 5.38490 1.89931 -2.97961  0.4842
H 6.17654 4.24091 -2.90581  0.4104
H 4.60078 6.06793 -2.39374  0.4392
H 2.22454 5.57059 -1.96968  0.3935
H -0.85847 3.76648 0.30086  0.1845
H -2.31913 5.73497 0.65964  0.4775
H -2.52885 7.45474 -1.09902  0.4416
H -1.27111 7.23148 -3.21500  0.4443
H 0.19038 5.28610 -3.58005  0.4769
H -3.54553 -0.47489 -3.28092  0.4316
H -5.88115 0.31448 -3.24118  0.4444
H -6.36697 2.73622 -3.19280  0.4160
H -4.51929 4.37357 -3.17686  0.4660
H -2.18873 3.60258 -3.21808  0.1391
H -2.03976 1.19851 -5.99200  0.4161
H -1.57164 -0.05663 -8.06656  0.4198
H -0.15284 -2.07492 -7.99519  0.3919
H 0.80623 -2.84833 -5.85854  0.4433
H 0.36189 -1.56770 -3.76919  -0.1942
O -0.55379 -3.94756 1.00975  -0.7417
C 0.15224 -3.54105 0.10968  0.1117
C 0.88921 -4.41777 -0.89793  -0.6966
C 1.73201 -3.43029 -1.70463  -0.2287
C 1.32845 -2.08989 -1.12426  -0.0248
O 1.75320 -0.97934 -1.46627  -0.4421
N 0.42198 -2.21194 -0.12970  0.8276
H 0.15077 -4.94719 -1.49973  0.3166
H 1.47044 -5.16836 -0.36505  0.2954
H 1.52841 -3.44635 -2.77542  0.0886
H 2.80653 -3.56488 -1.57832  0.2677
O 1.10315 2.51402 2.32573  -0.1932
C 0.59481 1.51613 2.46173  0.1562
C 6.40999 -0.65335 2.54357  -1.4402
C 4.99373 -0.47643 2.08270  1.2483
C 3.99105 -1.37290 2.43137  -1.1518
C 2.70176 -1.16725 1.97434  -0.4962
N 2.35496 -0.13245 1.20757  0.5069
C 3.31701 0.73154 0.86589  -0.5357
C 4.62731 0.59717 1.27471  -0.9638
H 6.49233 -1.44594 3.28435  0.3639
H 6.79219 0.27025 2.97831  0.3735
H 7.05400 -0.90740 1.69997  0.3119
H 4.20705 -2.22903 3.05677  0.3754
H 1.91082 -1.86579 2.22497  0.4154
H 3.01235 1.56479 0.24411  0.5074
H 5.35989 1.33169 0.96485  0.4834

=====

Pick entry b: it beats the second-best structure by 0.573 eV.